[1]
Here is 6 unconnected molecules or ions with the total composition C26H64BClFO5 from the Open Molecules 2025 dataset. Energies are from ωB97M-V with the def2-TZVPD basis set.

Atoms and positions in Å:
C: -3.2133 -1.1298 -3.0936
C: -1.7923 -1.0175 -3.6439
C: -1.7610 -0.8008 -5.1453
C: -0.3749 -1.0372 -5.7712
B: 0.6886 0.2424 -5.7714
C: 2.0455 -0.2072 -4.9013
C: 1.8168 -0.5272 -3.4292
C: 1.2220 0.4715 -7.3187
C: 0.1708 0.8106 -8.3716
F: -1.0895 1.1384 -7.8390
C: 0.0890 1.6010 -5.0708
C: 1.0480 2.8025 -5.1176
C: 0.2457 4.0709 -5.2761
Cl: 1.2832 5.5290 -5.5784
H: -3.5241 -2.1676 -3.0628
H: -3.2531 -0.7729 -2.0645
H: -3.9284 -0.5615 -3.6830
H: -1.3057 -1.9751 -3.4764
H: -1.2024 -0.2804 -3.1068
H: -2.1730 0.1716 -5.4084
H: -2.4544 -1.5444 -5.5515
H: -0.5573 -1.3974 -6.7844
H: 0.0498 -1.8969 -5.2485
H: 2.3960 -1.1335 -5.3684
H: 2.8610 0.5115 -5.0162
H: 2.7655 -0.7907 -2.9528
H: 1.1820 -1.3980 -3.3094
H: 1.4192 0.3119 -2.8618
H: 2.0303 1.1989 -7.3947
H: 1.6668 -0.4776 -7.6175
H: 0.4844 1.6648 -8.9756
H: 0.0326 -0.0198 -9.0616
H: -0.8487 1.9339 -5.5189
H: -0.1522 1.4518 -4.0167
H: 1.7296 2.7594 -5.9639
H: 1.6464 2.8851 -4.2131
H: -0.3557 4.2620 -4.4010
H: -0.3798 3.9782 -6.1489
C: -5.9574 -1.0130 -0.0527
C: -5.3038 -0.0539 0.9300
C: -6.2929 0.9772 1.4523
O: -4.1878 0.5933 0.3200
H: -6.3357 -0.4705 -0.9232
H: -5.2300 -1.7395 -0.4162
H: -6.7875 -1.5511 0.4082
H: -4.8927 -0.6177 1.7698
H: -6.6818 1.5823 0.6286
H: -5.8041 1.6546 2.1536
H: -7.1343 0.4998 1.9571
H: -4.5062 1.0998 -0.4369
C: -1.9788 -0.5094 3.3223
C: -1.4096 -1.5873 2.4138
C: -0.4237 -1.0037 1.4145
O: -2.4642 -2.2638 1.7280
H: -2.5189 0.2367 2.7315
H: -2.6866 -0.9398 4.0347
H: -1.1842 -0.0048 3.8741
H: -0.9101 -2.3480 3.0175
H: -0.9221 -0.2724 0.7730
H: -0.0239 -1.7857 0.7679
H: 0.4058 -0.5096 1.9228
H: -2.9166 -1.6058 1.1869
C: -0.0120 3.7517 4.2696
C: 0.3865 2.5094 5.0519
C: 1.4395 2.8213 6.1029
O: 0.8681 1.5021 4.1658
H: 0.8534 4.1632 3.7433
H: -0.7642 3.5053 3.5200
H: -0.4144 4.5236 4.9282
H: -0.4964 2.0852 5.5333
H: 2.3459 3.1981 5.6216
H: 1.7115 1.9169 6.6490
H: 1.0886 3.5684 6.8174
H: 1.6528 1.8468 3.7199
C: 0.4985 -6.2435 4.9717
C: 0.9239 -5.2728 3.8796
C: 0.2408 -5.5851 2.5576
O: 2.3436 -5.2955 3.7277
H: 0.7790 -7.2659 4.7023
H: 0.9957 -6.0037 5.9125
H: -0.5806 -6.2136 5.1295
H: 0.6772 -4.2551 4.1845
H: 0.5158 -6.5865 2.2133
H: 0.5523 -4.8794 1.7877
H: -0.8449 -5.5366 2.6520
H: 2.5935 -6.1850 3.4507
C: 5.1468 1.8289 5.7989
C: 5.6020 1.9848 4.3571
C: 7.0624 2.3991 4.2640
O: 4.7727 2.9349 3.6848
H: 5.2351 2.7789 6.3346
H: 4.0983 1.5331 5.8262
H: 5.7357 1.0786 6.3286
H: 5.4581 1.0426 3.8279
H: 7.2161 3.3663 4.7513
H: 7.3638 2.5051 3.2218
H: 7.7131 1.6658 4.7425
H: 4.8815 3.7849 4.1279

The value obtained for the HOMO energy is -4.701 eV. The gap between HOMO and LUMO comes out at 6.747 eV. The LUMO energy is 0.075 Ha. The net charge is -1. For the max |F|, the calculation gives 0.0169 Eh/bohr.


[2]
Here is a molecular structure, C26H64ClN2NaO11 from the Open Molecules 2025 dataset. Energies are from ωB97M-V with the def2-TZVPD basis set.

Atoms and positions in Å:
Na: 0.6220 -2.2481 -5.0198
Cl: 0.3611 -1.6953 -1.0816
O: -0.2387 -2.1456 -2.3205
O: 0.9408 -2.9367 -0.5264
O: 1.3572 -0.7334 -1.4195
O: -0.6673 -1.1164 -0.2206
C: 6.2075 1.3453 -1.5814
C: 5.6336 0.9704 -0.1960
C: 6.6638 1.4669 0.8387
C: 6.0508 1.4260 2.2386
C: 4.8571 2.4304 2.3199
C: 3.7415 2.0499 1.3164
N: 4.3601 1.7515 0.0058
O: 3.4250 1.5899 -1.0681
C: 2.9369 0.7983 1.7661
C: 2.7285 3.2866 1.2043
C: 5.3612 -0.5436 -0.1246
H: 6.5717 2.3716 -1.6280
H: 5.5529 0.9901 -2.3773
H: 7.0330 0.6677 -1.7995
H: 7.4626 0.7456 0.6665
H: 7.1622 2.4050 0.5945
H: 6.8756 1.7198 2.8878
H: 5.7337 0.4268 2.5373
H: 5.1328 3.4794 2.2118
H: 4.3631 2.5599 3.2829
H: 2.0625 0.7446 1.1176
H: 3.5730 -0.0649 1.5707
H: 2.5068 0.8804 2.7643
H: 2.0270 3.1144 2.0206
H: 3.1607 4.2424 1.5003
H: 2.2053 3.3546 0.2505
H: 4.5213 -0.8058 -0.7680
H: 5.5938 -0.9716 0.8505
H: 6.0342 -1.0099 -0.8442
H: 2.9456 0.7798 -0.8796
C: -5.5985 0.8708 2.1399
C: -4.7775 1.9328 1.3831
C: -5.4180 3.3442 1.6796
C: -4.9089 4.0182 2.9723
C: -3.4208 4.0184 2.9883
C: -2.7326 2.6247 2.7571
N: -3.2984 1.8776 1.6421
O: -2.6782 0.6840 1.3514
C: -1.1773 2.8657 2.4581
C: -2.8190 1.7843 4.0891
C: -4.9891 1.7353 -0.1577
H: -5.5129 -0.1788 1.8585
H: -6.6420 1.1693 2.2407
H: -5.3425 0.8783 3.1994
H: -5.3480 4.0373 0.8412
H: -6.4881 3.1989 1.8278
H: -5.2085 3.4224 3.8345
H: -5.3931 4.9930 3.0308
H: -3.1424 4.3682 3.9824
H: -2.9999 4.7648 2.3148
H: -0.6281 1.9242 2.4617
H: -1.2575 3.2296 1.4337
H: -0.6863 3.6850 2.9832
H: -2.1657 2.0816 4.9094
H: -3.8106 1.7726 4.5415
H: -2.5211 0.7506 3.9133
H: -4.3934 0.9092 -0.5459
H: -4.4190 2.5031 -0.6809
H: -5.9995 1.8160 -0.5586
H: -2.0646 0.8502 0.6320
C: 0.1175 2.3083 -4.7670
C: -0.3603 1.0435 -3.9552
O: -0.7736 -0.0062 -4.8413
H: -0.6688 2.8670 -5.2746
H: 0.9687 2.0730 -5.4059
H: 0.4874 3.0393 -4.0480
H: -1.2255 1.3908 -3.3903
H: 0.3637 0.6538 -3.2397
H: -1.6007 0.3005 -5.2200
C: -3.8972 -3.6290 -6.1583
C: -3.0245 -4.2109 -5.1629
O: -2.0555 -3.2415 -4.7556
H: -4.5351 -2.8414 -5.7575
H: -4.5996 -4.2717 -6.6891
H: -3.2947 -3.1717 -6.9431
H: -2.4955 -5.0291 -5.6517
H: -3.6458 -4.5158 -4.3208
H: -2.0466 -3.2077 -3.7962
C: 5.1907 -4.1068 -0.1440
C: 4.2654 -4.8403 0.7465
O: 2.9963 -5.2405 0.0921
H: 4.6413 -3.2934 -0.6180
H: 5.6645 -4.6715 -0.9469
H: 5.8223 -3.5097 0.5137
H: 4.0555 -4.1275 1.5440
H: 4.5236 -5.8424 1.0889
H: 2.6348 -4.4208 -0.2529
C: -3.4507 -2.6400 2.3688
O: -3.7628 -2.0682 1.0700
H: -3.8530 -3.6526 2.3380
H: -2.3659 -2.5807 2.4566
H: -3.8524 -2.0776 3.2117
H: -3.4176 -1.1868 0.9098
C: -2.3275 -4.9656 -0.2143
O: -3.6640 -4.4903 -0.2834
H: -1.6464 -4.2195 0.1950
H: -2.5046 -5.7049 0.5669
H: -1.9907 -5.4879 -1.1098
H: -3.6903 -3.6812 0.2326

The value obtained for the HOMO energy (spin up / spin down) is -0.748 / -5.954 eV. The gap between HOMO and LUMO (spin up / spin down) comes out at 2.772 / 8.112 eV. The LUMO energy (spin up / spin down) is 0.074 / 0.079 Ha. The net charge is -1. As for the spin multiplicity: 2. For the max |F|, the calculation gives 0.0683 Eh/bohr.


[3]
Here is a molecular structure, C26H65BInN8O10 from the Open Molecules 2025 dataset. Energies are from ωB97M-V with the def2-TZVPD basis set.

Atoms and positions in Å:
C: 9.1937 -4.0103 1.7748
C: 8.1771 -3.6686 0.6579
B: 6.9798 -2.8458 1.3177
O: 7.2206 -1.4745 1.4982
In: 4.9792 -3.8649 1.8696
O: 5.2005 -5.8958 1.2066
H: 10.0102 -3.2825 1.8054
H: 8.7169 -4.0472 2.7593
H: 9.6491 -4.9909 1.6043
H: 7.7872 -4.6021 0.2373
H: 8.6629 -3.1031 -0.1557
H: 7.5665 -1.0767 0.6906
H: 3.6573 -3.1843 0.9221
H: 4.6328 -3.9512 3.5966
H: 5.4084 -5.8418 0.2715
C: 1.6269 -1.7225 -1.9309
C: 0.9347 -2.2295 -0.6920
O: 1.2606 -1.8920 0.4270
N: -0.0997 -3.1146 -0.8707
C: -0.6134 -3.6367 -2.1128
H: 2.4221 -1.0527 -1.6179
H: 2.0654 -2.5475 -2.4939
H: 0.9446 -1.1793 -2.5851
H: -0.5023 -3.4388 -0.0059
H: -1.6751 -3.3996 -2.2346
H: -0.5033 -4.7230 -2.1660
H: -0.0709 -3.2012 -2.9473
C: -0.2292 1.7966 -4.8979
C: 0.9403 0.9135 -5.2320
O: 1.2764 -0.0332 -4.5434
N: 1.6400 1.1959 -6.3771
C: 1.3966 2.2359 -7.3520
H: -0.6746 1.4362 -3.9765
H: 0.1040 2.8233 -4.7437
H: -0.9828 1.7604 -5.6843
H: 2.4115 0.5665 -6.5352
H: 1.2093 1.7980 -8.3349
H: 2.2695 2.8878 -7.4488
H: 0.5378 2.8343 -7.0635
C: 3.5693 5.3924 -3.0526
C: 2.9062 4.2961 -3.8540
O: 2.0966 3.5333 -3.3598
N: 3.2402 4.1852 -5.1706
C: 4.1539 5.0005 -5.9366
H: 3.1901 5.3352 -2.0370
H: 4.6527 5.2670 -3.0361
H: 3.3406 6.3757 -3.4662
H: 2.7698 3.4229 -5.6337
H: 3.6428 5.4869 -6.7708
H: 4.9714 4.4009 -6.3426
H: 4.5834 5.7735 -5.3065
C: -2.9634 0.7796 1.4223
C: -2.1493 2.0323 1.6637
O: -2.6847 3.0770 2.0173
N: -0.8156 1.9514 1.4737
C: -0.0340 0.7982 1.0565
H: -4.0049 1.0163 1.6195
H: -2.8578 0.4379 0.3917
H: -2.6448 -0.0272 2.0830
H: -0.3274 2.8157 1.6492
H: 0.7095 0.5254 1.8033
H: 0.4854 1.0081 0.1209
H: -0.6783 -0.0597 0.9023
C: -3.0101 -0.8110 -3.7569
C: -3.4058 -0.3397 -5.1376
O: -3.1253 0.7779 -5.5373
N: -4.0828 -1.2143 -5.9303
C: -4.4848 -2.5693 -5.6231
H: -2.4806 -0.0014 -3.2640
H: -3.8864 -1.0773 -3.1641
H: -2.3513 -1.6788 -3.8124
H: -4.3148 -0.8405 -6.8369
H: -4.0344 -3.2793 -6.3193
H: -5.5698 -2.6781 -5.6756
H: -4.1663 -2.8333 -4.6196
C: -6.6343 5.4462 3.5863
C: -5.8922 6.7373 3.8392
O: -6.4754 7.7613 4.1731
N: -4.5460 6.7207 3.6849
C: -3.6965 5.6068 3.3001
H: -7.6921 5.6286 3.7542
H: -6.4884 5.1029 2.5616
H: -6.3022 4.6529 4.2555
H: -4.1116 7.6114 3.8679
H: -2.9664 5.3899 4.0809
H: -3.1565 5.8314 2.3809
H: -4.2801 4.7106 3.1281
C: -8.2699 3.5502 6.9475
C: -8.5532 2.8463 5.6395
O: -7.6633 2.5582 4.8602
N: -9.8519 2.5488 5.3547
C: -11.0271 2.8190 6.1520
H: -7.1980 3.7112 7.0116
H: -8.7777 4.5145 6.9931
H: -8.5921 2.9475 7.7978
H: -9.9717 2.0843 4.4684
H: -11.5450 1.8944 6.4148
H: -11.7265 3.4627 5.6150
H: -10.7451 3.3215 7.0720
C: 6.7648 -8.1539 5.6373
C: 6.7122 -7.1386 4.5060
O: 7.4126 -6.1365 4.5482
N: 5.8751 -7.4127 3.4843
C: 5.0361 -8.5723 3.3327
H: 7.4789 -7.7930 6.3728
H: 5.7884 -8.2654 6.1117
H: 7.0861 -9.1323 5.2761
H: 5.8135 -6.7236 2.7316
H: 5.2851 -9.1151 2.4174
H: 3.9845 -8.2830 3.2712
H: 5.1562 -9.2500 4.1747

The value obtained for the HOMO energy is -3.603 eV. The gap between HOMO and LUMO comes out at 5.315 eV. The LUMO energy is 0.063 Ha. The net charge is -1. As for the energy above the lowest of the compared OMol25 structures with the same formula, charge and spin: 0.000 eV. For the max |F|, the calculation gives 0.0160 Eh/bohr.


[4]
Here is a molecular structure, C26H65MnO13 from the Open Molecules 2025 dataset. Energies are from ωB97M-V with the def2-TZVPD basis set.

Atoms and positions in Å:
Mn: -0.2303 -2.2507 1.3773
C: -0.6905 1.6264 -0.0215
C: -0.5181 0.2800 -0.7063
O: -0.1465 -0.7159 0.1853
H: 0.1444 1.7581 0.6696
H: -1.6331 1.6839 0.5283
H: -0.6814 2.4450 -0.7449
H: 0.2776 0.3673 -1.4691
H: -1.4393 0.0294 -1.2625
C: -3.1914 -2.1285 0.5119
O: -2.3426 -2.0546 1.6717
C: -2.7506 -1.0342 2.5712
C: -1.7316 -0.8566 3.6735
O: -0.4035 -0.8802 3.1234
C: 0.6155 -0.7990 4.1315
H: -2.6471 -2.6378 -0.2774
H: -3.4203 -1.1253 0.1454
H: -4.1265 -2.6201 0.7802
H: -3.6886 -1.3348 3.0476
H: -2.9235 -0.0755 2.0802
H: -1.8286 -1.6480 4.4249
H: -1.9065 0.1106 4.1476
H: 1.3480 -0.0617 3.8025
H: 1.0984 -1.7661 4.2671
H: 0.1864 -0.4316 5.0621
C: -2.0590 -1.5109 -3.9020
O: -2.5536 -1.6770 -5.1966
C: -2.0046 -0.7492 -6.1027
C: -2.2294 -1.1515 -7.5326
O: -1.5016 -2.2785 -7.9696
C: -1.8945 -3.5008 -7.3765
H: -0.9683 -1.6011 -3.8286
H: -2.4807 -2.3189 -3.2959
H: -2.4267 -0.5758 -3.4601
H: -0.9268 -0.6199 -5.9189
H: -2.4582 0.2463 -5.9613
H: -1.9074 -0.3194 -8.1567
H: -3.2991 -1.3378 -7.7034
H: -2.9841 -3.5876 -7.3090
H: -1.4582 -3.6132 -6.3818
H: -1.5353 -4.3028 -8.0200
C: 2.8792 -2.3808 1.7854
O: 1.8380 -2.6037 0.8417
C: 2.0623 -3.7159 -0.0158
C: 0.8786 -3.7596 -0.9704
O: -0.3401 -3.7516 -0.2388
C: -0.8220 -5.0660 0.1092
H: 2.7750 -3.0680 2.6340
H: 2.7886 -1.3547 2.1321
H: 3.8766 -2.5338 1.3737
H: 2.1231 -4.6601 0.5409
H: 2.9890 -3.5700 -0.5757
H: 0.9661 -4.6155 -1.6392
H: 0.8957 -2.8300 -1.5407
H: -1.0351 -5.6323 -0.7952
H: -1.7101 -4.9529 0.7254
H: -0.0748 -5.6026 0.7029
C: -3.8118 1.8207 7.9605
O: -3.9244 1.4024 6.6123
C: -5.0585 1.9479 5.9873
C: -5.1962 1.3542 4.6082
O: -4.0479 1.5093 3.8049
C: -3.6957 2.8529 3.5389
H: -3.4779 2.8625 7.9978
H: -3.0572 1.1935 8.4304
H: -4.7563 1.6973 8.4952
H: -4.9631 3.0442 5.9024
H: -5.9752 1.7528 6.5579
H: -6.0939 1.7428 4.1097
H: -5.3462 0.2735 4.7006
H: -4.5665 3.5115 3.4784
H: -3.1944 2.8907 2.5692
H: -2.9897 3.2322 4.2840
C: 4.9330 -2.0652 -3.6762
O: 4.9711 -1.2630 -2.5247
C: 3.7689 -0.5170 -2.3224
C: 3.7210 -0.0349 -0.8924
O: 4.4563 1.1515 -0.7861
C: 4.5350 1.6031 0.5402
H: 5.7965 -2.7295 -3.6359
H: 5.0514 -1.4527 -4.5780
H: 4.0194 -2.6664 -3.7259
H: 2.8991 -1.1502 -2.5319
H: 3.8163 0.3708 -2.9626
H: 4.1832 -0.7708 -0.2220
H: 2.6521 0.1497 -0.6912
H: 5.0073 0.8376 1.1714
H: 3.5375 1.8372 0.9397
H: 5.1209 2.5172 0.5679
C: 4.7111 5.4369 0.1747
O: 3.5686 5.2365 0.9857
C: 2.3335 5.4792 0.3467
C: 1.9169 4.4044 -0.6265
O: 2.6456 4.5279 -1.8304
C: 2.4866 3.4071 -2.6669
H: 4.7308 6.4441 -0.2509
H: 4.7610 4.6781 -0.6042
H: 5.5690 5.3568 0.8428
H: 2.3149 6.4627 -0.1376
H: 1.5972 5.5017 1.1551
H: 0.8440 4.5111 -0.8535
H: 2.0671 3.4189 -0.1661
H: 2.5290 2.4725 -2.1011
H: 3.2872 3.4092 -3.4074
H: 1.5503 3.4625 -3.2416

The value obtained for the HOMO energy (spin up / spin down) is -10.956 / -10.959 eV. The gap between HOMO and LUMO (spin up / spin down) comes out at 8.327 / 7.822 eV. The LUMO energy (spin up / spin down) is -0.097 / -0.115 Ha. The net charge is +1. As for the spin multiplicity: 6. As for the energy above the lowest of the compared OMol25 structures with the same formula, charge and spin: 0.000 eV. For the max |F|, the calculation gives 0.0454 Eh/bohr.